No. 1
23
Properties=species:S:1:pos:R:3:forces:R:3:nbo_charge:R:1 method="wB97M-V/def2-TZVPD" total_charge=+1 orbital_gap_ev=5.10 de_lowest_kj_mol=804.7 lumo_energy_ev=-10.09 mol_weight_g_mol=106.19
C 0.280 1.813 -0.296 -0.41 -0.14 0.35 -0.572
C -0.312 0.766 -1.264 0.61 -0.37 0.37 -0.407
C -0.330 -0.635 -0.658 -0.89 1.32 0.00 -0.397
C -1.224 -0.874 0.523 0.82 -1.54 -1.35 -0.360
C -2.704 -0.620 0.274 -0.47 1.18 0.06 -0.598
N 2.914 -0.499 -0.200 0.65 -0.61 0.29 -0.725
H 0.342 2.791 -0.764 0.11 -0.02 -0.02 0.237
H 1.252 1.438 0.042 0.09 0.37 -0.37 0.207
H -1.302 1.098 -1.587 -0.05 -0.01 -0.03 0.245
H 0.355 0.741 -2.123 -0.23 -0.05 -0.27 0.224
H -0.522 -1.358 -1.469 0.27 -0.35 0.25 0.291
H 0.718 -0.833 -0.339 0.37 -0.46 -0.41 0.286
H -1.082 -1.904 0.866 0.09 0.13 0.09 0.237
H -0.833 -0.249 1.396 0.41 0.40 0.50 0.313
H -3.063 -1.215 -0.575 0.39 -0.32 0.16 0.251
H -2.888 0.408 -0.040 -0.04 0.07 0.25 0.224
H -3.317 -0.837 1.142 0.04 -0.01 0.08 0.243
H -0.307 1.903 0.621 -0.09 0.16 -0.13 0.206
H 3.311 -1.443 -0.238 -0.10 0.08 -0.13 0.393
H 3.698 0.152 -0.246 -0.17 0.21 -0.18 0.400
H 1.492 -0.162 2.605 0.03 0.03 -0.25 0.484
H 2.342 -0.403 0.654 -0.72 0.39 0.12 0.375
O 1.181 -0.077 1.676 -0.72 -0.47 0.62 -0.553

No. 2
17
Properties=species:S:1:pos:R:3:forces:R:3:nbo_charge:R:1 method="wB97M-V/def2-TZVPD" total_charge=-1 orbital_gap_ev=8.69 lumo_energy_ev=3.35 mol_weight_g_mol=202.49
N -1.729 1.259 -2.660 -0.04 0.12 0.06 -1.371
P -0.833 1.444 -1.389 -0.20 -0.26 -0.47 1.597
O -1.344 2.725 -0.518 -0.12 0.51 -0.09 -1.008
O 0.622 1.999 -1.899 0.41 0.06 0.61 -0.992
Al -0.521 -0.557 -0.157 0.27 -0.07 0.31 1.384
O -0.658 -0.555 1.624 0.06 -0.01 -0.65 -0.936
C 0.534 -1.100 2.127 -0.38 -0.09 0.25 -0.092
C 1.374 -1.653 0.974 -0.20 -0.02 -0.41 0.103
Cl 3.102 -1.814 1.464 0.42 -0.09 0.28 -0.150
O 1.258 -0.900 -0.151 -0.40 0.35 0.03 -0.899
H -2.073 0.307 -2.664 -0.16 -0.08 -0.21 0.367
H -1.716 3.361 -1.158 0.04 -0.25 0.31 0.486
H 1.197 2.033 -1.112 -0.04 0.05 -0.48 0.485
H -1.301 -1.713 -0.926 -0.22 0.06 -0.04 -0.431
H 0.292 -1.948 2.764 0.07 -0.16 0.42 0.151
H 1.086 -0.372 2.712 0.27 0.31 0.10 0.157
H 1.037 -2.672 0.784 0.21 -0.42 -0.02 0.149

Repeat the second record exactly.
17
Properties=species:S:1:pos:R:3:forces:R:3:nbo_charge:R:1 method="wB97M-V/def2-TZVPD" total_charge=-1 orbital_gap_ev=8.69 lumo_energy_ev=3.35 mol_weight_g_mol=202.49
N -1.729 1.259 -2.660 -0.04 0.12 0.06 -1.371
P -0.833 1.444 -1.389 -0.20 -0.26 -0.47 1.597
O -1.344 2.725 -0.518 -0.12 0.51 -0.09 -1.008
O 0.622 1.999 -1.899 0.41 0.06 0.61 -0.992
Al -0.521 -0.557 -0.157 0.27 -0.07 0.31 1.384
O -0.658 -0.555 1.624 0.06 -0.01 -0.65 -0.936
C 0.534 -1.100 2.127 -0.38 -0.09 0.25 -0.092
C 1.374 -1.653 0.974 -0.20 -0.02 -0.41 0.103
Cl 3.102 -1.814 1.464 0.42 -0.09 0.28 -0.150
O 1.258 -0.900 -0.151 -0.40 0.35 0.03 -0.899
H -2.073 0.307 -2.664 -0.16 -0.08 -0.21 0.367
H -1.716 3.361 -1.158 0.04 -0.25 0.31 0.486
H 1.197 2.033 -1.112 -0.04 0.05 -0.48 0.485
H -1.301 -1.713 -0.926 -0.22 0.06 -0.04 -0.431
H 0.292 -1.948 2.764 0.07 -0.16 0.42 0.151
H 1.086 -0.372 2.712 0.27 0.31 0.10 0.157
H 1.037 -2.672 0.784 0.21 -0.42 -0.02 0.149